Entry 1:
{"formula": "C33H42Br2ClF9N2O17PS", "method": "ωB97M-V/def2-TZVPD", "charge": -1, "max_force_ev_per_a": 11.1, "homo_lumo_gap_ev": 5.923, "de_lowest_kcal_mol": 251.5, "elements": ["C", "C", "Br", "C", "Br", "N", "C", "Cl", "C", "O", "O", "P", "N", "O", "S", "O", "O", "C", "F", "F", "C", "F", "F", "C", "F", "F", "C", "F", "F", "F", "H", "H", "H", "H", "H", "H", "O", "C", "O", "C", "C", "C", "H", "H", "H", "H", "H", "H", "O", "C", "O", "C", "C", "C", "H", "H", "H", "H", "H", "H", "O", "C", "O", "C", "C", "C", "H", "H", "H", "H", "H", "H", "O", "C", "O", "C", "C", "C", "H", "H", "H", "H", "H", "H", "O", "C", "O", "C", "C", "C", "H", "H", "H", "H", "H", "H", "O", "C", "O", "C", "C", "C", "H", "H", "H", "H", "H", "H"], "xyz": [[3.705, 2.858, -0.111], [4.484, 1.778, 0.902], [5.932, 2.562, 2.043], [4.077, 0.315, 0.903], [2.613, -0.115, -0.453], [4.729, -0.678, 1.777], [5.796, -1.523, 1.222], [5.352, -3.347, 0.990], [6.062, -0.992, -0.345], [6.897, 0.046, -0.624], [5.408, -1.713, -1.448], [7.539, -1.352, 2.058], [7.960, -2.870, 2.954], [7.548, -0.119, 3.286], [4.181, -0.905, 3.359], [4.697, 0.319, 4.220], [4.959, -2.130, 3.985], [2.336, -0.950, 3.667], [2.093, -0.229, 4.974], [1.510, -0.219, 2.669], [1.667, -2.428, 3.854], [2.367, -3.340, 4.787], [0.319, -2.178, 4.495], [1.347, -3.246, 2.472], [1.643, -4.697, 2.771], [2.191, -2.888, 1.311], [-0.213, -3.200, 1.972], [-0.222, -3.830, 0.599], [-1.134, -4.078, 2.788], [-0.777, -1.841, 1.790], [3.981, 3.979, 0.189], [3.916, 2.648, -1.244], [2.541, 2.764, 0.138], [7.104, -3.403, 3.222], [8.564, -3.495, 2.361], [8.065, 0.658, 2.916], [-3.821, -3.076, 9.334], [-2.937, -3.222, 8.506], [-2.586, -4.422, 7.959], [-1.449, -4.238, 7.116], [-1.458, -2.777, 6.751], [-2.054, -2.133, 7.977], [-0.551, -4.522, 7.675], [-1.536, -4.880, 6.235], [-0.468, -2.392, 6.492], [-2.120, -2.613, 5.892], [-1.291, -1.898, 8.725], [-2.634, -1.244, 7.722], [0.138, 2.224, -1.192], [-0.840, 1.497, -1.128], [-1.326, 0.962, 0.031], [-2.404, 0.080, -0.278], [-2.904, 0.520, -1.629], [-1.650, 1.025, -2.297], [-2.023, -0.947, -0.289], [-3.179, 0.162, 0.490], [-3.404, -0.278, -2.184], [-3.615, 1.346, -1.511], [-1.109, 0.223, -2.806], [-1.865, 1.846, -2.985], [-4.055, 2.982, -2.448], [-4.673, 3.683, -1.665], [-5.169, 3.249, -0.469], [-5.926, 4.299, 0.132], [-5.416, 5.568, -0.498], [-5.040, 5.119, -1.887], [-6.987, 4.128, -0.076], [-5.772, 4.290, 1.215], [-6.149, 6.380, -0.484], [-4.520, 5.912, 0.032], [-5.888, 5.169, -2.575], [-4.191, 5.687, -2.276], [9.738, -4.962, 3.465], [8.941, -5.754, 3.940], [7.599, -5.740, 3.689], [6.962, -6.734, 4.492], [8.047, -7.719, 4.840], [9.275, -6.846, 4.911], [6.540, -6.249, 5.378], [6.152, -7.202, 3.925], [7.848, -8.269, 5.764], [8.161, -8.448, 4.029], [9.409, -6.412, 5.905], [10.171, -7.389, 4.600], [-2.046, 1.645, -8.118], [-2.665, 2.347, -7.335], [-3.161, 1.913, -6.139], [-3.918, 2.962, -5.538], [-3.408, 4.232, -6.168], [-3.032, 3.783, -7.557], [-4.979, 2.791, -5.746], [-3.764, 2.954, -4.455], [-4.141, 5.044, -6.154], [-2.512, 4.576, -5.638], [-3.880, 3.833, -8.245], [-2.183, 4.351, -7.946], [-5.140, 5.788, -9.040], [-6.118, 5.061, -8.976], [-6.604, 4.526, -7.817], [-7.682, 3.643, -8.126], [-8.182, 4.083, -9.477], [-6.928, 4.588, -10.145], [-7.302, 2.617, -8.137], [-8.457, 3.725, -7.358], [-8.682, 3.285, -10.032], [-8.893, 4.910, -9.359], [-6.387, 3.786, -10.654], [-7.143, 5.409, -10.833]], "lowdin_charge": [-0.169, -0.543, 0.675, -0.582, 0.732, -0.283, -0.760, 0.565, -0.511, -0.173, -0.286, 0.940, -0.197, -0.395, 0.860, -0.359, -0.347, -0.222, -0.001, -0.001, -0.102, 0.044, -0.004, -0.086, 0.023, 0.006, -0.120, 0.023, 0.022, 0.051, 0.075, 0.094, 0.070, -0.015, 0.020, 0.024, 0.091, -0.462, 0.027, -0.165, -0.176, -0.084, 0.131, 0.129, 0.103, 0.126, 0.137, 0.132, 0.067, -0.466, 0.022, -0.173, -0.167, -0.074, 0.115, 0.127, 0.125, 0.078, 0.141, 0.115, 0.068, -0.412, 0.039, -0.164, -0.165, -0.077, 0.130, 0.132, 0.122, 0.128, 0.138, 0.137, 0.089, -0.452, 0.011, -0.164, -0.174, -0.088, 0.133, 0.131, 0.117, 0.122, 0.136, 0.129, 0.096, -0.456, 0.030, -0.168, -0.159, -0.085, 0.125, 0.090, 0.114, 0.126, 0.107, 0.137, 0.102, -0.466, 0.015, -0.169, -0.169, -0.083, 0.132, 0.129, 0.122, 0.123, 0.140, 0.133]}

Entry 2:
{"formula": "C18H33NNiO7", "method": "ωB97M-V/def2-TZVPD", "charge": 0, "max_force_ev_per_a": 3.0, "s_squared": 2.0089, "spin_multiplicity": 3, "homo_lumo_gap_ev": [5.746, 5.640], "elements": ["Ni", "C", "C", "N", "C", "C", "C", "C", "C", "O", "C", "H", "H", "H", "H", "H", "H", "H", "H", "H", "H", "H", "H", "H", "H", "H", "H", "H", "H", "H", "H", "C", "C", "C", "O", "C", "C", "C", "O", "O", "O", "H", "H", "O", "H", "C", "C", "O", "C", "C", "H", "H", "H", "H", "H", "H", "H", "H", "H", "H"], "xyz": [[1.563, -26.922, -1.719], [2.756, -20.004, 1.188], [1.473, -20.763, 0.869], [1.645, -22.243, 0.589], [1.989, -22.855, 1.897], [0.348, -22.778, 0.016], [-0.808, -22.796, 1.007], [2.736, -22.561, -0.415], [2.601, -21.998, -1.803], [2.508, -20.597, -1.837], [2.441, -20.106, -3.149], [2.488, -19.018, 1.566], [3.342, -19.901, 0.282], [3.377, -20.453, 1.965], [1.086, -20.301, -0.032], [0.746, -20.685, 1.673], [1.977, -23.942, 1.821], [1.305, -22.553, 2.678], [3.009, -22.559, 2.118], [0.607, -23.783, -0.312], [0.040, -22.140, -0.808], [-1.231, -21.815, 1.191], [-0.491, -23.269, 1.938], [-1.554, -23.519, 0.678], [2.692, -23.650, -0.492], [3.686, -22.344, 0.070], [1.750, -22.431, -2.347], [3.462, -22.365, -2.381], [2.281, -19.029, -3.094], [1.515, -20.431, -3.651], [3.292, -20.375, -3.775], [2.518, -30.775, -2.613], [2.607, -31.444, -3.883], [2.143, -30.734, -5.149], [1.994, -31.342, -6.180], [1.828, -29.343, -5.028], [1.792, -28.736, -3.821], [2.024, -29.530, -2.560], [1.783, -28.846, -1.475], [1.530, -27.491, -3.617], [3.003, -32.581, -3.934], [2.741, -31.277, -1.684], [1.565, -28.767, -5.906], [1.483, -25.156, -2.189], [1.651, -24.399, -2.743], [-1.374, -20.674, -5.593], [-2.491, -20.885, -4.573], [-2.505, -22.232, -4.148], [-1.779, -22.480, -2.982], [-1.953, -23.930, -2.570], [-1.547, -19.757, -6.167], [-0.375, -20.658, -5.159], [-1.432, -21.437, -6.371], [-2.423, -20.129, -3.786], [-3.431, -20.751, -5.109], [-0.702, -22.253, -3.080], [-2.149, -21.861, -2.143], [-1.240, -24.336, -1.848], [-1.775, -24.541, -3.459], [-2.937, -24.128, -2.145]], "lowdin_charge": [0.825, -0.047, -0.159, -0.260, 0.006, -0.163, -0.045, -0.077, -0.204, -0.197, -0.081, 0.093, 0.073, 0.079, 0.125, 0.124, 0.125, 0.104, 0.101, 0.105, 0.114, 0.085, 0.073, 0.090, 0.124, 0.140, 0.105, 0.151, 0.099, 0.078, 0.101, 0.026, -0.357, -0.376, 0.078, 0.017, -0.362, -0.353, -0.173, -0.124, 0.087, 0.118, 0.115, -0.365, -0.040, -0.073, -0.269, -0.138, -0.313, -0.062, 0.076, 0.047, 0.082, 0.115, 0.118, 0.102, 0.115, 0.047, 0.092, 0.080]}